[1]
Here is a 13-piece molecular cluster, C24H64BN6O20 overall from the OMol25 dataset. Energies are from ωB97M-V with the def2-TZVPD basis set.

As for the calculated total energy: -76502.5085 eV. Its total charge is -1. Its energy relative to the best compared isomer or geometry (same formula, charge and spin) is 0.000 eV. As for the HOMO energy: -7.464 eV.

Last column: Löwdin charge in e.
Element x y z (Å)
O -0.696 3.842 -1.674  0.138
C -0.690 2.648 -1.564  -0.351
O 0.093 1.944 -0.786  0.251
B -0.456 0.613 -0.588  -0.876
O -1.623 0.541 -1.468  0.248
C -1.753 1.668 -2.140  -0.343
O -2.596 1.871 -2.964  0.150
O -0.634 0.323 0.844  0.259
C 0.213 -0.602 1.229  -0.362
O 0.368 -1.056 2.332  0.100
C 0.999 -1.069 -0.012  -0.380
O 0.471 -0.473 -1.035  0.229
O 1.866 -1.900 0.043  0.127
C 0.531 5.569 1.195  -0.162
O 1.305 4.832 0.266  -0.131
H 1.152 6.020 1.966  0.074
H 0.006 6.407 0.721  0.067
H -0.234 4.943 1.662  0.072
H 0.682 4.536 -0.413  0.020
C 4.938 -1.028 -0.112  -0.154
O 4.365 -1.661 -1.253  -0.144
H 4.833 -1.656 0.777  0.069
H 5.982 -0.775 -0.301  0.077
H 4.440 -0.064 0.030  0.073
H 3.425 -1.467 -1.166  0.032
C -3.049 4.899 -4.337  -0.159
O -3.028 5.368 -5.682  -0.128
H -2.293 4.123 -4.182  0.058
H -2.845 5.753 -3.698  0.057
H -3.950 4.347 -4.053  0.078
H -2.404 4.853 -6.192  0.061
C 4.156 -4.483 0.227  -0.100
O 3.940 -5.174 1.465  -0.162
H 3.975 -5.177 -0.599  0.091
H 3.513 -3.614 0.150  0.047
H 5.195 -4.165 0.101  0.085
H 4.535 -5.927 1.482  0.096
C -0.040 2.112 3.925  -0.120
O 1.226 1.423 3.847  -0.137
H 0.143 3.157 3.690  0.066
H -0.783 1.651 3.276  0.069
H -0.396 1.994 4.952  0.073
H 1.057 0.613 3.355  0.020
C -3.571 -0.783 3.674  -0.667
O -4.082 0.146 3.046  0.008
N -4.223 -1.346 4.725  0.140
N -2.351 -1.350 3.396  0.178
H -3.812 -2.117 5.216  0.090
H -5.168 -1.051 4.876  0.099
H -1.790 -0.948 2.677  0.053
H -2.229 -2.295 3.707  0.094
C -1.268 7.979 -2.169  -0.666
O -1.821 8.067 -1.081  0.018
N -0.805 6.780 -2.675  0.155
N -0.953 9.060 -2.941  0.142
H -0.803 5.982 -2.062  0.064
H -0.266 6.679 -3.511  0.095
H -1.013 9.960 -2.504  0.099
H -0.562 8.897 -3.845  0.085
C 1.122 -4.797 3.086  -0.664
O 0.027 -4.822 3.653  -0.018
N 1.661 -3.697 2.480  0.190
N 1.882 -5.908 2.883  0.148
H 2.544 -3.800 2.019  0.057
H 1.179 -2.810 2.432  0.056
H 1.504 -6.776 3.217  0.097
H 2.767 -5.901 2.410  0.034
C 1.116 -1.479 6.123  -0.050
C 2.262 -2.475 6.127  -0.473
C 3.324 -2.112 5.101  -0.063
O 2.920 -2.514 7.409  -0.066
H 1.463 -0.443 6.208  0.079
H 0.458 -1.592 6.987  0.076
H 0.559 -1.487 5.186  0.066
H 1.878 -3.483 5.937  0.130
H 2.860 -1.928 4.131  0.057
H 4.084 -2.890 5.001  0.073
H 3.880 -1.223 5.402  0.082
H 3.080 -3.427 7.646  0.075
C -1.692 -3.098 -1.401  -0.045
C -1.126 -4.170 -0.488  -0.498
C -1.785 -4.192 0.870  -0.039
O -1.233 -5.444 -1.121  -0.041
H -1.121 -2.944 -2.318  0.087
H -1.619 -2.154 -0.849  0.069
H -2.745 -3.249 -1.643  0.084
H -0.092 -3.810 -0.362  0.123
H -1.349 -4.951 1.520  0.068
H -2.834 -4.470 0.732  0.090
H -1.701 -3.223 1.356  0.063
H -0.601 -5.469 -1.844  0.083
C 3.295 2.179 -2.163  -0.046
C 3.143 1.574 -3.543  -0.486
C 1.703 1.373 -3.963  -0.042
O 3.731 2.377 -4.559  -0.053
H 2.811 1.635 -1.351  0.070
H 2.936 3.212 -2.126  0.088
H 4.352 2.214 -1.875  0.078
H 3.663 0.608 -3.532  0.132
H 1.595 0.933 -4.958  0.082
H 1.103 2.285 -4.003  0.084
H 1.205 0.642 -3.320  0.074
H 4.593 2.722 -4.312  0.083
C -5.157 -2.207 -4.228  -0.060
C -4.392 -0.888 -4.219  -0.494
C -5.042 0.206 -5.015  -0.065
O -4.353 -0.524 -2.828  -0.069
H -5.010 -2.762 -3.306  0.071
H -4.920 -2.821 -5.100  0.074
H -6.234 -2.019 -4.307  0.074
H -3.360 -1.090 -4.539  0.135
H -5.209 -0.077 -6.062  0.078
H -4.512 1.156 -5.026  0.069
H -6.059 0.336 -4.633  0.084
H -3.776 0.257 -2.767  0.042

[2]
Here is a 10-piece molecular cluster, C24H64Br2N8O8 overall from the OMol25 dataset. Energies are from ωB97M-V with the def2-TZVPD basis set.

As for the calculated total energy: -194241.0191 eV. Its total charge is +6. Its energy relative to the best compared isomer or geometry (same formula, charge and spin) is 2.501 eV. As for the HOMO energy: -19.373 eV.

Last column: Löwdin charge in e.
Element x y z (Å)
C 2.021 -1.232 -4.429  0.052
C 0.560 -0.983 -4.770  -0.319
O -0.286 -0.878 -3.903  0.106
N 0.246 -0.890 -6.280  0.125
H 0.546 0.015 -6.615  0.191
H 0.803 -1.572 -6.774  0.178
C -1.231 -1.169 -6.651  0.067
H 2.004 -2.293 -4.179  0.104
H 2.469 -0.652 -3.622  0.093
H 2.622 -1.093 -5.327  0.103
H -1.447 -2.206 -6.390  0.109
H -1.378 -0.801 -7.666  0.128
H -1.863 -0.557 -6.007  0.082
C 6.688 2.750 0.266  0.011
C 6.738 1.512 -0.560  -0.347
O 7.759 1.107 -1.125  0.182
N 5.410 0.822 -0.836  0.115
H 5.580 0.028 -1.438  0.166
H 5.098 0.520 0.076  0.155
C 4.277 1.776 -1.372  0.030
H 7.726 2.951 0.532  0.120
H 6.181 2.677 1.228  0.073
H 6.321 3.609 -0.297  0.108
H 4.034 1.507 -2.400  0.093
H 4.612 2.813 -1.376  0.094
H 3.412 1.726 -0.711  0.021
C -4.792 0.237 -1.254  0.031
C -3.389 0.735 -1.487  -0.317
O -2.386 0.171 -1.034  0.062
N -3.252 2.047 -2.333  0.085
H -4.175 2.334 -2.626  0.166
H -2.924 2.696 -1.631  -0.074
C -2.233 2.070 -3.516  0.041
H -5.411 1.124 -1.123  0.116
H -4.752 -0.517 -0.467  0.074
H -5.102 -0.401 -2.082  0.111
H -2.484 1.365 -4.309  0.085
H -1.265 1.817 -3.084  0.065
H -2.148 3.122 -3.787  0.110
C -5.374 1.115 3.024  0.064
C -4.461 0.039 2.472  -0.350
O -3.652 0.228 1.581  0.092
N -4.405 -1.321 3.162  0.102
H -5.375 -1.550 3.325  0.178
H -4.100 -2.029 2.510  0.166
C -3.503 -1.278 4.437  0.092
H -6.370 0.733 2.803  0.117
H -5.297 2.055 2.478  0.118
H -5.296 1.293 4.097  0.117
H -3.255 -0.245 4.680  0.113
H -2.682 -1.938 4.157  0.098
H -4.198 -1.711 5.157  0.123
C -0.426 -6.532 -2.959  0.054
C -0.642 -5.082 -2.717  -0.344
O 0.349 -4.369 -2.669  0.120
N -2.047 -4.524 -2.322  0.129
H -2.772 -4.969 -2.866  0.184
H -2.146 -4.936 -1.405  0.178
C -2.149 -3.004 -2.462  0.032
H -0.845 -7.094 -2.124  0.119
H 0.646 -6.727 -2.992  0.123
H -0.859 -6.621 -3.955  0.127
H -2.143 -2.724 -3.516  0.103
H -1.304 -2.598 -1.907  0.056
H -3.005 -2.608 -1.915  0.099
C 0.759 -3.897 1.619  0.012
C 1.416 -4.437 2.875  -0.299
O 1.242 -5.534 3.436  0.199
N 2.341 -3.413 3.598  0.075
H 2.667 -2.785 2.877  0.154
H 1.686 -2.860 4.133  0.177
C 3.505 -3.982 4.357  0.048
H 0.037 -3.091 1.748  0.078
H 0.181 -4.785 1.362  0.101
H 1.503 -3.703 0.847  0.092
H 3.222 -4.625 5.191  0.127
H 4.248 -3.215 4.573  0.122
H 3.945 -4.688 3.653  0.117
C 2.109 5.748 5.100  0.028
C 0.714 5.453 4.574  -0.349
O 0.198 4.370 4.774  0.108
N -0.015 6.545 3.733  0.118
H -0.832 6.800 4.269  0.183
H 0.589 7.337 3.572  0.175
C -0.287 5.886 2.372  -0.029
H 2.320 4.970 5.833  0.104
H 2.190 6.716 5.595  0.107
H 2.879 5.594 4.344  0.071
H -0.868 4.991 2.592  0.062
H 0.661 5.827 1.838  0.077
H -1.006 6.569 1.919  0.094
C 0.607 -1.057 -0.385  -0.002
C 0.772 0.450 -0.360  -0.322
O 0.778 1.112 -1.407  0.116
N 0.825 1.121 1.054  0.106
H 1.285 0.561 1.757  0.144
H 1.395 1.945 0.927  -0.031
C -0.608 1.543 1.596  0.035
H 0.321 -1.547 -1.315  0.062
H -0.190 -1.324 0.309  0.069
H 1.468 -1.600 0.003  0.074
H -1.122 0.715 2.082  0.069
H -1.205 1.932 0.771  0.005
H -0.340 2.325 2.306  0.091
Br -1.762 4.440 -0.547  -0.240
Br 3.090 3.703 1.712  -0.332

[3]
Here is C24H64CuF6O8P as an isolated structure from the OMol25 dataset. Energies are from ωB97M-V with the def2-TZVPD basis set.

As for the calculated total energy: -112546.9321 eV. Its total charge is 0. As for the HOMO energy: -8.741 eV.

Last column: Löwdin charge in e.
Element x y z (Å)
Cu -2.578 -3.313 18.251  0.422
P -3.530 -6.900 19.015  0.252
F -3.743 -5.947 20.355  -0.154
F -4.371 -8.108 19.650  -0.108
F -4.885 -6.288 18.432  -0.127
F -3.279 -7.689 17.590  -0.153
F -2.690 -5.624 18.346  -0.183
F -2.197 -7.502 19.627  -0.102
C -6.179 -3.016 19.678  -0.032
C -4.908 -2.671 20.327  -0.466
C -4.933 -2.878 21.801  -0.048
O -3.836 -3.467 19.766  -0.102
H -6.171 -4.093 19.530  0.087
H -6.253 -2.646 18.683  0.056
H -6.981 -2.740 20.355  0.097
H -4.646 -1.618 20.230  0.149
H -5.730 -2.315 22.304  0.093
H -3.975 -2.569 22.245  0.085
H -5.140 -3.940 21.971  0.097
H -3.996 -4.383 20.032  0.034
C -2.649 -7.183 14.248  -0.050
C -1.315 -7.034 14.912  -0.494
C -0.308 -6.407 14.007  -0.050
O -1.443 -6.196 16.063  -0.093
H -3.386 -7.619 14.935  0.076
H -2.547 -7.868 13.394  0.093
H -3.082 -6.231 13.932  0.077
H -0.996 -8.048 15.259  0.154
H -0.219 -6.935 13.055  0.087
H 0.722 -6.362 14.356  0.076
H -0.688 -5.383 13.854  0.085
H -2.090 -6.618 16.659  0.050
C -8.130 -5.351 16.810  -0.075
C -8.142 -6.530 15.930  -0.521
C -6.752 -6.780 15.309  -0.035
O -8.646 -7.638 16.620  -0.054
H -7.491 -5.399 17.702  0.076
H -9.128 -5.221 17.221  0.087
H -7.865 -4.478 16.233  0.072
H -8.913 -6.332 15.169  0.142
H -6.112 -7.153 16.113  0.066
H -6.317 -5.871 14.896  0.055
H -6.772 -7.548 14.547  0.073
H -8.149 -7.741 17.459  0.057
C 2.806 -7.082 19.367  -0.052
C 1.319 -7.275 19.127  -0.478
C 0.864 -8.730 19.258  -0.040
O 0.738 -6.471 20.166  -0.079
H 3.048 -7.406 20.391  0.094
H 3.071 -6.028 19.207  0.078
H 3.356 -7.715 18.687  0.073
H 1.082 -6.893 18.116  0.120
H -0.175 -8.774 18.928  0.063
H 0.940 -8.993 20.314  0.090
H 1.443 -9.443 18.671  0.081
H -0.224 -6.650 20.137  0.077
C -2.853 -3.169 14.721  -0.042
C -3.846 -2.527 15.610  -0.461
C -4.815 -3.425 16.243  -0.046
O -3.291 -1.762 16.746  -0.072
H -3.337 -3.541 13.823  0.096
H -2.320 -3.977 15.212  0.057
H -2.120 -2.422 14.404  0.094
H -4.439 -1.824 15.020  0.144
H -4.290 -4.258 16.737  0.086
H -5.402 -3.891 15.442  0.087
H -5.453 -2.918 16.962  0.074
H -2.635 -1.135 16.392  0.095
C 0.324 -1.874 17.069  -0.023
C 0.158 -3.335 16.721  -0.432
C 1.408 -4.166 16.892  -0.030
O -0.805 -3.910 17.637  -0.094
H -0.652 -1.445 17.033  0.044
H 1.008 -1.378 16.374  0.097
H 0.719 -1.713 18.069  0.097
H -0.212 -3.394 15.690  0.124
H 1.809 -4.138 17.905  0.092
H 2.135 -3.836 16.161  0.087
H 1.203 -5.196 16.613  0.058
H -0.993 -4.801 17.343  0.044
C 0.282 -3.087 23.543  -0.071
C 0.049 -4.202 22.578  -0.493
C -1.404 -4.308 22.182  -0.055
O 0.909 -3.928 21.430  -0.068
H 1.307 -3.089 23.879  0.077
H -0.425 -3.210 24.384  0.085
H -0.013 -2.133 23.096  0.086
H 0.379 -5.143 23.042  0.139
H -1.596 -5.194 21.560  0.068
H -1.684 -3.424 21.623  0.071
H -2.006 -4.326 23.090  0.083
H 0.866 -4.698 20.855  0.028
C -8.061 -10.676 18.927  -0.063
C -6.819 -9.876 18.964  -0.516
C -5.930 -10.181 17.789  -0.054
O -7.249 -8.518 18.949  -0.068
H -7.882 -11.734 19.140  0.087
H -8.557 -10.590 17.959  0.088
H -8.736 -10.287 19.700  0.090
H -6.219 -10.072 19.876  0.143
H -5.034 -9.585 17.699  0.051
H -6.545 -10.152 16.883  0.087
H -5.535 -11.201 17.880  0.088
H -6.452 -7.978 19.068  0.065

[4]
Here is C24H64Li3O28PS8 as an isolated structure from the OMol25 dataset. Energies are from ωB97M-V with the def2-TZVPD basis set.

As for the calculated total energy: -179844.6373 eV. Its total charge is 0. Its energy relative to the best compared isomer or geometry (same formula, charge and spin) is 1.016 eV. As for the HOMO energy: -9.463 eV.

Last column: Löwdin charge in e.
Element x y z (Å)
Li 2.864 -0.002 0.195  0.648
Li -1.777 -0.147 -0.558  0.564
Li 0.708 2.113 0.442  0.652
P 0.563 -0.194 -0.346  -0.081
O -0.437 -1.370 -0.131  -0.418
O 1.828 -0.417 -1.267  -0.461
O 1.188 0.285 0.976  -0.523
O -0.293 1.022 -0.703  -0.496
O 5.476 1.988 -5.032  -0.302
S 4.333 2.656 -4.413  0.694
O 4.477 4.108 -4.164  -0.304
O 2.958 2.320 -5.240  -0.266
C 3.043 2.366 -6.645  -0.283
C 1.867 1.551 -7.158  -0.056
C 3.954 1.736 -2.795  -0.081
H 3.961 1.883 -6.978  0.109
H 3.103 3.332 -7.148  0.132
H 0.921 2.075 -7.024  0.056
H 1.678 0.665 -6.553  0.075
H 1.968 1.370 -8.228  0.088
H 3.206 2.260 -2.200  0.034
H 4.863 1.851 -2.204  0.064
H 3.719 0.681 -2.934  0.059
O -4.923 -3.674 -0.476  -0.281
S -3.697 -3.111 0.116  0.743
O -3.354 -1.691 -0.032  -0.352
O -3.713 -3.433 1.775  -0.267
C -2.693 -2.770 2.530  -0.310
C -1.995 -3.885 3.219  -0.063
C -2.209 -4.086 -0.384  -0.086
H -3.247 -2.134 3.221  0.120
H -2.012 -2.180 1.917  0.092
H -1.412 -4.303 2.397  0.062
H -2.782 -4.558 3.558  0.094
H -1.384 -3.572 4.065  0.076
H -2.424 -4.379 -1.412  0.075
H -2.230 -4.952 0.277  0.051
H -1.303 -3.484 -0.304  0.040
O 0.636 5.613 -4.867  -0.292
S 0.289 5.416 -3.440  0.669
O 0.473 6.462 -2.445  -0.296
O -1.230 4.864 -3.275  -0.263
C -1.801 4.700 -1.966  -0.265
C -2.737 3.520 -1.907  -0.042
C 1.217 3.966 -2.897  -0.119
H -2.316 5.631 -1.729  0.124
H -1.019 4.598 -1.215  0.101
H -2.196 2.615 -2.183  0.061
H -3.537 3.628 -2.639  0.091
H -3.103 3.335 -0.897  0.074
H 0.830 3.106 -3.444  0.073
H 1.136 3.814 -1.820  0.057
H 2.245 4.164 -3.201  0.035
O 1.414 -5.868 -4.055  -0.309
S 0.815 -4.714 -3.346  0.727
O -0.300 -3.973 -3.970  -0.294
O 0.185 -5.313 -1.898  -0.304
C 0.749 -6.486 -1.316  -0.259
C 0.144 -6.758 0.125  -0.050
C 2.057 -3.575 -2.597  -0.093
H 1.824 -6.398 -1.165  0.112
H 0.555 -7.369 -1.925  0.113
H -0.929 -6.951 0.153  0.068
H 0.419 -5.888 0.721  0.052
H 0.608 -7.646 0.554  0.075
H 1.545 -3.023 -1.809  0.036
H 2.248 -2.779 -3.316  0.064
H 2.961 -4.080 -2.254  0.077
O -2.766 1.120 0.817  -0.313
S -2.045 1.901 1.823  0.764
O -0.927 2.800 1.407  -0.372
O -3.271 2.662 2.786  -0.254
C -2.859 3.899 3.440  -0.256
C -3.956 4.281 4.426  -0.056
C -1.422 0.776 3.108  -0.079
H -2.685 4.546 2.580  0.116
H -1.915 3.815 3.978  0.111
H -4.884 4.687 4.024  0.084
H -3.542 4.987 5.146  0.080
H -4.147 3.440 5.092  0.078
H -1.267 1.297 4.052  0.061
H -0.520 0.220 2.852  0.058
H -2.258 0.090 3.240  0.060
O 3.614 -1.522 1.489  -0.360
S 3.128 -2.529 2.455  0.755
O 3.912 -3.802 2.622  -0.311
O 2.827 -1.777 3.923  -0.285
C 2.454 -2.649 5.045  -0.238
C 1.343 -2.098 5.956  -0.062
C 1.369 -3.043 1.985  -0.078
H 3.314 -2.931 5.653  0.124
H 2.125 -3.596 4.618  0.097
H 0.596 -1.652 5.299  0.061
H 1.771 -1.330 6.600  0.071
H 0.810 -2.806 6.591  0.088
H 1.122 -3.968 2.507  0.054
H 1.271 -3.129 0.903  0.057
H 0.697 -2.240 2.289  0.049
O -2.521 -0.308 -2.421  -0.328
S -1.975 -0.466 -3.753  0.724
O -2.464 -1.472 -4.662  -0.265
O -1.982 1.059 -4.524  -0.255
C -1.497 1.210 -5.801  -0.346
C -2.674 1.349 -6.717  -0.063
C -0.149 -0.720 -3.626  -0.105
H -0.906 0.355 -6.131  0.114
H -0.927 2.139 -5.822  0.116
H -3.134 0.361 -6.697  0.080
H -2.434 1.499 -7.770  0.079
H -3.324 2.199 -6.509  0.087
H 0.361 -1.084 -4.517  0.072
H 0.082 -1.483 -2.882  0.027
H 0.270 0.216 -3.257  0.051
O 2.071 4.118 4.702  -0.295
S 2.075 2.904 5.515  0.712
O 2.896 2.836 6.720  -0.294
O 0.476 2.572 5.891  -0.281
C 0.254 1.593 6.911  -0.319
C -0.933 2.008 7.733  -0.068
C 2.258 1.382 4.355  -0.063
H 1.064 1.433 7.622  0.115
H 0.107 0.584 6.525  0.094
H -1.870 2.130 7.190  0.070
H -0.725 3.007 8.117  0.089
H -1.157 1.277 8.509  0.087
H 3.311 1.223 4.125  0.069
H 1.793 1.629 3.400  0.043
H 1.791 0.470 4.729  0.031

no.,HOMO-LUMO gap (eV)
1,9.3
2,5.3
3,8.9
4,8.8